DFT (ωB97M-V/def2-TZVPD) results for a structure of composition C14H38NO17S3V in a non-equilibrium geometry.

Cartesian coordinates (Å):
1 O -3.371 -3.943 0.904
2 V -1.845 -3.972 1.403
3 O -1.545 -5.360 2.125
4 C 1.739 0.036 -0.216
5 C 0.732 -0.847 0.537
6 O 1.091 -1.884 1.112
7 O -0.489 -0.661 0.382
8 H 1.291 0.249 -1.187
9 H 2.670 -0.499 -0.403
10 H 2.058 0.982 0.220
11 C 3.370 -1.957 6.227
12 O 3.470 -1.136 5.094
13 H 3.067 -2.979 6.000
14 H 4.411 -2.105 6.515
15 H 2.807 -1.540 7.062
16 H 2.902 -1.491 4.407
17 C -2.649 -3.653 5.586
18 O -1.938 -2.939 4.585
19 H -3.485 -3.113 6.030
20 H -3.007 -4.634 5.276
21 H -2.016 -3.937 6.427
22 H -1.690 -2.053 4.861
23 O -3.785 2.940 -4.412
24 S -3.951 2.097 -3.195
25 O -5.266 2.111 -2.516
26 O -3.496 0.594 -3.597
27 C -2.181 0.383 -4.180
28 C -2.286 -0.558 -5.385
29 C -2.645 2.610 -1.988
30 H -1.509 0.021 -3.402
31 H -1.641 1.251 -4.558
32 H -1.298 -0.913 -5.679
33 H -2.583 0.067 -6.228
34 H -3.001 -1.379 -5.431
35 H -2.857 3.649 -1.733
36 H -1.658 2.538 -2.444
37 H -2.717 1.927 -1.142
38 O 0.172 -4.208 -1.946
39 S 1.186 -4.383 -3.002
40 O 0.967 -5.341 -4.075
41 O 1.512 -2.912 -3.761
42 C 2.541 -2.787 -4.738
43 C 2.976 -1.321 -4.735
44 C 2.805 -4.721 -2.192
45 H 2.184 -2.900 -5.762
46 H 3.412 -3.429 -4.606
47 H 2.273 -0.504 -4.897
48 H 3.779 -1.192 -5.460
49 H 3.349 -1.093 -3.737
50 H 3.541 -5.071 -2.916
51 H 2.658 -5.527 -1.474
52 H 3.047 -3.748 -1.764
53 O -1.199 0.822 5.568
54 S -1.934 2.004 6.047
55 O -1.876 2.558 7.433
56 O -1.348 3.208 5.091
57 C -1.019 2.959 3.712
58 C -0.811 4.268 2.993
59 C -3.700 1.908 5.493
60 H -1.899 2.460 3.305
61 H -0.183 2.282 3.538
62 H -0.063 4.926 3.435
63 H -1.755 4.771 2.781
64 H -0.506 4.048 1.970
65 H -3.706 1.802 4.409
66 H -4.207 2.820 5.811
67 H -4.160 1.047 5.979
68 C 3.595 5.943 -4.509
69 N 3.599 4.573 -3.921
70 O 2.700 4.315 -3.103
71 O 4.512 3.806 -4.214
72 H 3.933 6.533 -3.657
73 H 2.589 6.186 -4.850
74 H 4.337 5.993 -5.306

Cartesian forces, eV/Å:
O 3.2467 -0.3717 1.1725
V -1.2549 -0.5000 0.3963
O -0.8061 2.3623 -1.4548
C 0.2843 -0.1558 -0.2920
C -1.2146 -0.9009 -0.5685
O 1.8587 -1.5652 1.1175
O -1.3733 1.5096 -0.5475
H -0.0321 0.1392 0.0400
H -0.0914 -0.2497 0.1393
H -0.5019 -0.0282 0.3807
C 1.3909 -0.7147 0.1244
O -0.5783 0.2590 -0.4834
H -0.5882 0.0508 -0.0902
H 0.0336 0.1144 0.6811
H -0.1824 0.1062 -0.1795
H -0.0975 0.1979 -0.1142
C 0.1793 -0.2607 1.1589
O -0.3690 -0.8126 -0.8726
H -0.1097 0.2471 -0.3624
H -0.0425 0.3292 -0.8976
H 0.4450 0.3531 0.0884
H -0.0490 0.1019 0.3063
O -0.3004 -1.7628 2.4957
S -0.3801 2.3052 -1.1201
O 2.9878 -0.8234 -1.4360
O -0.4353 0.9976 0.4828
C 0.5873 -1.0010 -0.2754
C -0.0941 0.7778 -0.8374
C -0.8401 -0.6124 -0.6635
H -0.3810 -0.4423 0.2546
H -0.8081 0.6473 0.1227
H 0.0857 -0.1822 0.3401
H -0.1417 0.1135 -0.1173
H 0.1323 -0.0319 0.9026
H -0.1270 -0.1872 0.0328
H -0.1962 -0.0524 -0.1405
H -0.0111 0.1804 0.0391
O 1.9360 0.2634 -2.1907
S 0.0850 -0.1874 -0.6180
O 0.0964 0.9561 1.3293
O -1.0208 -1.6417 1.8926
C -0.1072 1.5591 -1.3297
C 0.8978 0.1497 1.1509
C -1.0252 0.3343 -0.5510
H -0.5533 -0.9578 0.1583
H -0.1965 -0.1124 0.3711
H -0.6700 -0.6808 -0.3802
H 0.1056 -0.0301 0.0594
H 0.4321 0.0598 0.0241
H -0.2185 0.2966 -0.1585
H -0.2053 0.3526 0.1405
H 0.2677 -0.3246 0.3332
O -1.5611 1.1753 1.4461
S 1.2532 1.2857 0.2270
O -0.1927 -1.8790 -3.7310
O -0.3612 -0.2731 1.5236
C -0.7632 -0.4251 -0.4935
C -0.3187 0.0298 -0.7515
C 1.0242 0.0755 0.5197
H 0.0602 -0.0966 -0.4363
H 0.1254 0.0386 0.7120
H -0.2098 -0.0726 0.1352
H -0.0468 0.3410 0.7263
H 0.4884 -0.2890 0.0187
H 0.0599 -0.0429 0.1370
H 0.2262 -0.0307 -0.0312
H 0.1831 0.0039 -0.0515
C 0.4369 -0.1854 0.1759
N -0.4901 -1.4111 0.8941
O 1.3191 0.4631 -1.3851
O -0.9696 0.8881 0.1727
H -0.3012 0.3980 -0.2440
H 0.1856 -0.0108 0.2681
H -0.1974 -0.1570 0.1137

Values from the calculation:
Charge: 0
Gap between HOMO and LUMO: 4.19 eV
DFT total energy: -109614.08346 eV
LUMO: -3.87 eV



DFT (ωB97M-V/def2-TZVPD) results for a cluster of 8 separate species, C14H39NO7S3 in total in a non-equilibrium geometry.

Cartesian coordinates (Å):
1 C 1.635 1.318 4.548
2 O 2.597 1.790 5.412
3 H 1.127 0.427 4.915
4 H 0.808 1.996 4.338
5 H 2.095 1.097 3.585
6 H 2.298 2.362 6.123
7 C -6.143 2.839 1.039
8 O -5.335 3.971 1.113
9 H -6.981 2.944 0.350
10 H -5.588 1.959 0.714
11 H -6.496 2.843 2.070
12 H -5.027 4.135 0.219
13 C 2.392 6.513 0.122
14 O 2.846 7.546 1.012
15 H 2.721 5.528 0.454
16 H 1.310 6.450 0.236
17 H 2.720 6.681 -0.903
18 H 3.726 7.273 1.282
19 C -4.614 -2.738 2.865
20 O -3.665 -2.618 1.792
21 H -4.910 -3.787 2.854
22 H -4.069 -2.435 3.759
23 H -5.523 -2.155 2.719
24 H -3.956 -2.958 0.942
25 N 4.680 -6.379 -2.551
26 C 6.003 -6.545 -3.051
27 C 6.705 -5.358 -2.739
28 C 5.919 -4.577 -1.882
29 C 4.654 -5.249 -1.839
30 H 3.902 -7.022 -2.597
31 H 6.305 -7.449 -3.559
32 H 7.745 -5.108 -2.892
33 H 6.276 -3.678 -1.401
34 H 3.784 -4.940 -1.279
35 C -2.140 0.054 -3.826
36 S -0.888 1.325 -3.540
37 O -1.657 2.477 -2.902
38 C -0.034 0.469 -2.099
39 H -1.746 -0.847 -4.296
40 H -2.979 0.508 -4.354
41 H -2.489 -0.118 -2.808
42 H -0.689 0.271 -1.251
43 H 0.885 0.952 -1.766
44 H 0.220 -0.535 -2.442
45 C -8.584 -1.583 -3.609
46 S -8.209 -3.128 -2.718
47 O -6.755 -2.950 -2.238
48 C -9.075 -2.720 -1.139
49 H -8.216 -0.720 -3.055
50 H -9.662 -1.584 -3.770
51 H -8.110 -1.598 -4.590
52 H -8.848 -1.722 -0.764
53 H -8.827 -3.427 -0.347
54 H -10.158 -2.700 -1.261
55 C 7.284 2.304 1.218
56 S 8.304 3.164 2.427
57 O 7.502 4.399 2.972
58 C 8.332 1.786 3.692
59 H 6.452 1.883 1.782
60 H 7.909 1.530 0.774
61 H 7.059 3.062 0.467
62 H 9.092 1.177 3.201
63 H 7.340 1.372 3.868
64 H 8.743 2.223 4.602

Cartesian forces, eV/Å:
C -1.4401 -0.3134 -0.6620
O 1.4636 0.3996 0.6531
H 0.2131 -0.3907 0.1064
H 0.1064 0.5228 0.0370
H 0.1347 -0.0869 0.1076
H -0.4715 -0.1386 -0.2535
C -0.4566 -0.0210 0.6763
O 0.7617 0.9033 -0.9607
H -0.2455 0.2001 -0.0101
H 0.0469 -0.2841 0.4460
H -0.4215 -1.1633 -0.1610
H 0.3355 0.3543 0.0033
C -0.2517 -0.0239 0.8239
O 0.0292 -0.5866 -0.4201
H 0.3675 -0.0651 -0.0299
H -0.0359 0.3457 -0.4710
H -0.2098 0.0639 -0.0441
H 0.1098 0.2588 0.1539
C 0.4205 -0.7682 -1.4097
O 0.4322 0.7746 0.3314
H -0.1409 -0.0797 0.7998
H -0.3030 -0.1815 -0.0138
H 0.1218 0.3503 0.0005
H -0.5444 -0.0875 0.2554
N 2.3722 -0.4367 -0.4433
C -0.6852 1.4618 0.0840
C -0.2330 -1.8758 0.4941
C -2.3232 -1.4296 -0.6480
C 1.1803 2.6239 1.2967
H 0.4329 0.0220 -0.1158
H -0.1357 0.2357 -0.1064
H -0.0014 -0.4622 -0.4274
H -0.5304 -0.0069 0.0293
H -0.0791 -0.1304 -0.1611
C -0.0687 0.2206 0.9318
S -0.1694 1.1010 1.8897
O 0.7718 -1.1976 -0.8931
C -0.2982 -0.7282 -0.7857
H -0.0499 0.1436 -0.0043
H 0.3430 0.0039 -0.3026
H -0.2091 -0.4776 -0.0865
H -0.3675 0.6249 -0.1142
H -0.2543 0.3431 -0.3129
H 0.2728 -0.0373 -0.3027
C -0.2989 -0.4669 -0.0587
S 2.2460 1.5219 2.1729
O -1.5738 -0.6519 -1.1312
C -0.9376 0.2779 -0.2852
H -0.1563 -0.1711 0.1608
H -0.0732 0.3087 0.0895
H 0.1341 -0.2683 0.1253
H 0.6093 0.0349 -0.3976
H 0.2164 -0.2301 -0.4450
H -0.1366 -0.3503 -0.2063
C 0.4275 0.1932 0.5123
S -1.1878 2.2754 1.9031
O 1.4072 -2.8961 -1.1829
C 0.2618 1.5458 -0.9074
H -0.2902 0.1462 -0.5625
H -0.1049 -0.0985 0.0083
H -0.4066 -0.2210 0.1043
H -0.3174 -0.6987 0.3952
H 0.2253 -0.1854 -0.1858
H -0.0344 -0.0469 -0.0895

Values from the calculation:
Charge: 0
Gap between HOMO and LUMO: 8.43 eV
DFT total energy: -63471.88481 eV
LUMO: 0.32 eV



DFT (ωB97M-V/def2-TZVPD) results for a structure of composition C14H40F6O14Pt2S2 in a non-equilibrium geometry.

Cartesian coordinates (Å):
1 Pt -0.813 -3.728 -3.334
2 Pt 3.966 -1.481 -1.567
3 C 2.461 -6.272 -1.415
4 F 1.476 -6.987 -0.847
5 F 3.623 -6.557 -0.863
6 F 2.541 -6.514 -2.700
7 S 2.001 -4.314 -1.099
8 O 1.565 -4.248 0.323
9 O 3.229 -3.552 -1.302
10 O 0.917 -4.063 -2.061
11 C -0.241 -0.013 -0.478
12 F -0.074 1.293 -0.249
13 F 0.413 -0.723 0.489
14 F -1.556 -0.289 -0.418
15 S 0.506 -0.539 -2.175
16 O -0.252 -1.707 -2.597
17 O 0.178 0.623 -3.047
18 O 1.949 -0.792 -1.908
19 O -0.921 3.232 -3.406
20 H -0.463 2.413 -3.216
21 H -1.266 3.515 -2.559
22 O -2.206 3.774 -0.886
23 H -2.933 4.239 -0.472
24 H -2.136 2.954 -0.398
25 O -1.720 -3.691 -1.312
26 H -2.594 -3.680 -0.922
27 H -1.160 -3.269 -0.660
28 O -0.782 -2.589 -5.227
29 H -0.918 -3.018 -6.072
30 H -0.226 -1.836 -5.427
31 C 3.431 0.872 4.728
32 C 3.006 -0.495 4.242
33 C 1.833 -0.394 3.219
34 O 4.125 -0.864 3.472
35 H 4.294 0.803 5.390
36 H 2.737 1.534 5.246
37 H 3.681 1.495 3.870
38 H 2.859 -1.156 5.096
39 H 1.620 -1.379 2.802
40 H 2.064 0.247 2.368
41 H 0.982 -0.024 3.791
42 H 4.066 -1.803 3.283
43 C -2.026 1.159 2.882
44 C -2.974 0.910 4.045
45 C -4.170 0.174 3.593
46 O -2.256 0.207 4.979
47 H -1.767 0.215 2.402
48 H -1.151 1.705 3.235
49 H -2.390 1.803 2.081
50 H -3.237 1.863 4.504
51 H -4.849 0.906 3.155
52 H -4.726 -0.241 4.434
53 H -3.951 -0.600 2.858
54 H -2.141 -0.674 4.614
55 C -3.252 0.446 -3.174
56 C -4.324 0.026 -2.187
57 C -4.412 0.864 -0.952
58 O -5.634 0.054 -2.813
59 H -3.313 0.025 -4.178
60 H -2.269 0.263 -2.741
61 H -3.206 1.526 -3.312
62 H -4.085 -0.950 -1.764
63 H -4.846 0.315 -0.117
64 H -4.988 1.777 -1.101
65 H -3.470 1.094 -0.455
66 H -5.465 -0.577 -3.516
67 C 3.394 3.781 -1.798
68 C 4.058 3.373 -0.469
69 C 3.445 2.129 0.144
70 O 5.445 3.059 -0.820
71 H 4.040 4.432 -2.388
72 H 2.504 4.387 -1.630
73 H 3.152 2.925 -2.428
74 H 3.998 4.198 0.240
75 H 2.627 2.407 0.808
76 H 4.036 1.468 0.778
77 H 3.052 1.480 -0.639
78 H 5.893 3.054 0.030

Cartesian forces, eV/Å:
Pt 0.5769 1.7537 0.9582
Pt -0.3101 -0.4362 -0.0014
C -0.3618 1.2006 0.9000
F 0.7419 0.6727 -0.5522
F -0.3572 0.2716 0.2301
F -0.3946 0.0997 -0.3878
S -0.2462 -2.0622 3.8373
O 0.3429 -0.0787 -2.8967
O 0.2993 0.0722 -0.9256
O 0.0890 -0.1790 -0.6014
C 0.2954 -0.2404 0.1206
F 0.0701 -1.0628 -0.3040
F -0.6748 0.5185 -0.5875
F 1.1480 -0.1290 -0.0515
S 0.6860 3.9177 -1.6079
O -0.4486 -0.7592 0.2559
O 1.3706 -2.8852 2.1835
O -2.4258 0.4898 -0.2132
O 0.0903 0.0076 -0.3818
H 0.1349 -0.1033 -0.0717
H -0.3029 0.3174 0.3077
O 0.2356 -0.0512 0.0372
H -0.2402 0.2843 -0.0164
H -0.0113 -0.2134 0.1075
O 0.0793 -0.4569 -0.1415
H -0.7100 -0.2075 -0.3301
H 0.7184 0.1020 0.1589
O -0.3439 -1.0655 0.1171
H -0.2197 -0.3643 -0.5212
H 0.4310 0.6866 0.4180
C -0.1507 1.4838 0.1043
C 2.3879 2.1428 1.1470
C -0.7548 -0.8143 -1.2629
O -1.3371 0.0866 0.0543
H 0.1185 -0.2178 -0.1596
H -0.6682 -0.7882 0.1670
H 0.4194 -0.1475 -0.1728
H -0.5629 -0.8136 -0.4173
H -0.0795 -0.0986 0.2115
H 0.1907 0.2586 0.3733
H 0.0462 0.1304 0.2433
H 0.3313 -1.2105 -0.2076
C 0.2090 0.9936 -0.6278
C 0.4901 1.1053 -1.1935
C -1.6311 0.2302 -0.0663
O 1.0563 -1.0190 1.5946
H 0.2451 -0.1991 0.1296
H 0.2805 -0.3338 0.1465
H -0.5608 0.0028 -0.0147
H -0.0982 -0.0131 0.0628
H -0.1351 -0.1807 -0.3853
H 0.1401 -0.1715 0.0289
H 0.0432 -0.1099 0.0173
H 0.0518 -0.3403 0.2398
C 0.6213 0.8397 0.4553
C -0.4591 0.4698 -0.1304
C -0.0917 0.6535 1.3923
O 1.4738 -0.6529 0.5537
H -0.1361 -0.3650 0.1216
H 0.0269 -0.4206 -0.2024
H -0.4651 0.1622 -0.0741
H -0.1375 -0.7857 -0.5416
H -0.8012 -0.1945 -0.2864
H 0.1220 0.0162 -0.0898
H 0.4450 0.3346 -0.7346
H -0.8328 0.0022 -0.5243
C -0.0428 0.3421 0.4030
C 1.0722 -0.5456 -1.3373
C -1.1189 -0.3740 0.3132
O -0.9479 0.4191 0.5859
H 0.2962 -0.0996 0.2497
H -0.2507 -0.3022 0.0815
H -0.0676 -0.0918 0.1350
H 0.2862 0.1230 -0.0059
H -0.4786 0.0929 -0.1869
H 0.8749 0.4045 -0.0495
H -0.1796 -0.0360 -0.1374
H 0.4968 -0.0678 -0.0434

Values from the calculation:
Charge: +2
Gap between HOMO and LUMO (spin up / spin down): 6.51 / 2.32 eV
Spin multiplicity: 5
DFT total energy: -88273.55715 eV
LUMO (spin up / spin down): -7.44 / -11.64 eV



- Among the records above, which one has the lowest DFT total energy?
  C14H38NO17S3V